(1)
Density functional theory data (ωB97M-V/def2-TZVPD) for 14 unconnected molecules or ions with the total composition C46H90Cl26N3O6.

Structure (XYZ):
```
171
Properties=species:S:1:pos:R:3:mulliken_charge:R:1
C 3.74 -4.66 1.36 -0.892
C 2.28 -4.77 2.07 -0.368
C 1.15 -4.33 1.01 0.074
C -0.31 -4.13 1.65 -0.791
C -1.30 -3.21 0.79 0.147
N -0.65 -2.06 0.10 1.427
C -0.23 -2.36 -1.24 -2.252
N -0.51 -3.48 -1.94 0.224
N 0.56 -1.29 -1.91 0.880
C 1.25 -1.81 -3.12 -0.371
O 2.26 -2.82 -2.81 -0.214
O 3.47 -2.24 -2.61 -0.265
C -0.45 -0.24 -2.23 0.308
C 0.15 1.11 -2.88 -0.150
C 0.22 1.07 -4.49 0.201
C 1.60 1.72 -4.98 -0.799
C 2.49 0.76 -5.92 -0.465
O 3.83 0.61 -5.34 -0.317
C 4.35 -0.69 -5.54 0.214
O 5.33 -1.06 -4.86 -0.471
C -1.39 0.19 -1.02 -1.472
C -1.42 -0.79 0.23 0.912
C -0.75 0.03 1.47 -0.030
C 0.82 0.26 1.30 0.196
C 1.59 0.29 2.73 -0.029
C 3.03 0.97 2.62 -0.713
O 3.84 0.49 1.51 -0.340
C 3.86 1.40 0.42 0.272
O 4.10 2.62 0.50 -0.517
H 4.50 -5.25 1.98 0.264
H 3.74 -5.04 0.28 0.265
H 4.05 -3.56 1.32 0.160
H 2.15 -5.84 2.44 0.371
H 2.20 -4.05 2.95 0.171
H 1.14 -5.08 0.13 0.198
H 1.53 -3.35 0.54 -0.060
H -0.15 -3.70 2.70 0.241
H -0.80 -5.16 1.73 0.352
H -2.05 -2.76 1.54 -0.067
H -1.92 -3.89 0.12 -0.378
H 0.15 -4.24 -2.14 0.260
H -1.49 -3.59 -2.25 0.357
H 1.85 -0.93 -3.56 0.268
H 0.55 -2.15 -3.96 0.234
H 3.64 -2.16 -1.64 0.267
H -1.14 -0.69 -3.05 0.493
H 1.13 1.38 -2.38 0.335
H -0.59 1.94 -2.62 -0.852
H -0.65 1.64 -4.99 -0.204
H 0.17 0.00 -4.89 0.471
H 2.27 2.00 -4.09 0.294
H 1.45 2.71 -5.55 0.461
H 1.97 -0.24 -6.13 0.330
H 2.62 1.30 -6.92 0.316
H 3.96 -1.43 -6.33 0.312
H -1.05 1.22 -0.66 0.328
H -2.47 0.35 -1.40 0.295
H -2.52 -0.93 0.53 -0.208
H -0.96 -0.51 2.45 -1.024
H -1.25 1.07 1.51 0.490
H 1.36 -0.54 0.68 0.009
H 1.06 1.26 0.78 0.253
H 1.74 -0.79 3.10 0.084
H 0.97 0.85 3.51 0.181
H 3.60 0.69 3.58 0.352
H 2.91 2.11 2.65 0.339
H 3.70 0.96 -0.62 0.349
Cl -4.54 -0.72 2.62 -0.114
C -5.65 -2.11 2.69 -0.342
C -5.19 -3.26 1.81 0.259
Cl -5.30 -2.88 0.07 -0.200
H -6.65 -1.77 2.40 0.418
H -5.69 -2.43 3.73 0.174
H -5.82 -4.14 1.99 0.412
H -4.16 -3.54 2.03 -0.596
Cl 5.91 7.16 -2.38 -0.195
C 5.57 7.05 -0.63 -0.275
C 4.51 6.02 -0.31 -0.413
Cl 2.90 6.50 -0.90 -0.207
H 5.28 8.05 -0.28 0.339
H 6.51 6.78 -0.14 0.176
H 4.43 5.89 0.77 0.285
H 4.75 5.05 -0.75 0.287
Cl -3.20 -4.13 4.27 -0.114
C -3.55 -4.28 6.02 -0.120
C -4.56 -5.37 6.30 0.240
Cl -6.19 -4.94 5.71 -0.217
H -3.89 -3.31 6.38 0.331
H -2.60 -4.51 6.51 -0.273
H -4.64 -5.52 7.38 -0.164
H -4.27 -6.32 5.85 0.313
Cl -2.06 -5.87 -1.43 0.004
C -3.37 -7.05 -1.67 -0.606
C -4.60 -6.71 -0.86 -0.398
Cl -4.34 -6.90 0.89 -0.147
H -2.98 -8.04 -1.41 0.335
H -3.61 -7.05 -2.74 0.317
H -5.42 -7.38 -1.13 0.401
H -4.93 -5.68 -1.04 0.192
Cl -1.56 -5.32 8.40 -0.149
C -1.89 -5.47 10.15 -0.509
C -2.89 -6.56 10.45 -0.435
Cl -4.53 -6.15 9.89 -0.199
H -2.22 -4.50 10.52 0.306
H -0.93 -5.71 10.62 0.333
H -2.96 -6.71 11.53 0.338
H -2.61 -7.51 9.99 0.310
Cl -4.51 0.41 -4.43 -0.221
C -4.26 2.09 -4.96 0.629
C -3.92 2.19 -6.43 -0.376
Cl -2.31 1.51 -6.80 -0.164
H -3.47 2.53 -4.34 0.193
H -5.18 2.64 -4.75 -0.567
H -3.90 3.23 -6.74 0.197
H -4.66 1.66 -7.05 0.370
Cl -1.22 -0.42 4.82 -0.035
C -1.88 0.97 5.72 -0.596
C -1.21 1.14 7.07 -0.451
Cl -1.63 -0.17 8.20 -0.176
H -2.96 0.83 5.82 0.404
H -1.71 1.85 5.10 0.249
H -1.55 2.08 7.53 0.359
H -0.13 1.18 6.98 0.293
Cl -6.87 4.38 -4.14 -0.245
C -8.19 3.21 -4.40 0.139
C -9.42 3.54 -3.59 -0.475
Cl -9.16 3.31 -1.84 -0.194
H -7.81 2.21 -4.16 0.339
H -8.43 3.24 -5.47 -0.270
H -10.24 2.89 -3.88 0.348
H -9.74 4.58 -3.75 0.331
Cl 10.92 8.17 -5.14 -0.180
C 10.26 6.52 -5.02 -0.408
C 9.27 6.38 -3.89 -0.489
Cl 10.05 6.51 -2.29 -0.122
H 11.10 5.83 -4.91 0.325
H 9.77 6.31 -5.97 0.303
H 8.79 5.40 -3.93 0.315
H 8.49 7.15 -3.94 0.251
Cl -1.00 4.36 -1.83 -0.057
C -1.61 5.79 -0.96 -0.576
C -0.94 5.98 0.38 -0.178
Cl -1.39 4.71 1.55 -0.161
H -2.69 5.69 -0.86 0.349
H -1.42 6.66 -1.60 0.306
H -1.24 6.93 0.82 0.360
H 0.15 5.98 0.29 0.014
Cl 13.13 7.61 1.73 -0.186
C 11.80 6.45 1.44 -0.090
C 10.56 6.80 2.23 -0.379
Cl 10.78 6.56 3.98 -0.188
H 12.17 5.45 1.68 0.333
H 11.58 6.48 0.37 -0.048
H 9.73 6.15 1.93 0.239
H 10.25 7.83 2.07 0.325
Cl -6.34 4.60 -8.14 -0.145
C -7.77 4.35 -9.18 -0.498
C -9.05 4.81 -8.51 -0.410
Cl -9.49 3.77 -7.13 -0.205
H -7.81 3.29 -9.45 0.288
H -7.60 4.92 -10.10 0.355
H -9.87 4.76 -9.23 0.326
H -8.97 5.84 -8.16 0.312
Cl 4.43 -7.26 3.79 -0.188
C 4.00 -6.35 5.26 -0.343
C 3.46 -7.25 6.35 -0.461
Cl 1.86 -7.92 5.94 -0.186
H 3.28 -5.58 4.98 0.195
H 4.91 -5.85 5.60 0.370
H 3.34 -6.68 7.27 0.313
H 4.14 -8.08 6.56 0.328
```

Results
**LUMO**: -3.59 eV
**HOMO-LUMO gap**: 0.29170 hartree
**Highest occupied orbital energy**: -11.5 eV
**Total charge**: +1
**DFT total energy**: -14386.977951 Eh
**Spin multiplicity**: 1

***

(2)
Density functional theory data (ωB97M-V/def2-TZVPD) for a molecular structure, C8H4NO4PtS3.

Structure (XYZ):
```
21
Properties=species:S:1:pos:R:3:mulliken_charge:R:1
Pt -0.07 0.08 -0.08 1.416
S -2.08 3.38 -2.35 -0.060
C -1.42 2.13 -1.63 0.357
S 0.17 1.44 -1.85 -0.084
S -2.02 1.15 -0.32 -0.083
O 1.05 0.20 1.56 -0.698
C 1.61 -0.74 2.19 0.218
C 1.59 -2.10 1.89 0.210
C 2.29 -3.00 2.73 -0.620
C 2.27 -4.32 2.44 -0.270
C 1.57 -4.83 1.33 -0.365
C 0.89 -3.98 0.51 -0.572
C 0.88 -2.60 0.77 0.861
O 0.20 -1.84 -0.07 -1.099
N 3.00 -5.26 3.32 1.022
O 3.59 -4.78 4.26 -0.589
O 2.96 -6.43 3.02 -0.585
H 2.17 -0.41 3.07 0.475
H 2.84 -2.64 3.60 0.501
H 1.59 -5.89 1.15 0.500
H 0.34 -4.34 -0.35 0.465
```

Results
**LUMO (spin up / spin down)**: -7.05 / -7.05 eV
**ΔE to the lowest compared entry with this formula, charge and spin**: 0.0 kcal/mol
**HOMO-LUMO gap (spin up / spin down)**: 0.22662 / 0.22667 hartree
**Highest occupied orbital energy (spin up / spin down)**: -13.2 / -13.2 eV
**Total charge**: +1
**DFT total energy**: -1976.419202 Eh
**Spin multiplicity**: 1

***

(3)
Density functional theory data (ωB97M-V/def2-TZVPD) for a single FH4N2PS molecule.

Structure (XYZ):
```
9
Properties=species:S:1:pos:R:3:mulliken_charge:R:1
N -0.47 0.95 0.76 -0.677
N 0.47 -1.18 -1.01 -0.526
F 1.42 -1.41 1.29 -0.255
P 1.23 -0.22 0.17 0.690
S 2.90 0.67 -0.05 -0.316
H -1.03 0.15 1.09 0.270
H -0.19 1.41 1.58 0.261
H -0.48 -1.17 -0.75 0.259
H 0.44 -0.89 -2.03 0.293
```

Results
**LUMO**: 0.24 eV
**ΔE to the lowest compared entry with this formula, charge and spin**: 35.7 kcal/mol
**HOMO-LUMO gap**: 0.36647 hartree
**Highest occupied orbital energy**: -9.7 eV
**Total charge**: 0
**DFT total energy**: -951.354239 Eh
**Spin multiplicity**: 1

***

(4)
Density functional theory data (ωB97M-V/def2-TZVPD) for 2 unconnected molecules or ions with the total composition CH3NO2S2.

Structure (XYZ):
```
9
Properties=species:S:1:pos:R:3:mulliken_charge:R:1
C -2.58 0.17 -0.02 -0.418
N 2.63 -0.99 0.28 -0.419
O 2.23 1.26 -0.92 -0.498
O -0.18 -0.22 0.80 -0.479
S 2.24 0.47 0.33 0.629
S -1.38 0.66 0.91 0.333
H -3.48 0.65 -0.05 0.327
H -2.55 -0.58 -0.81 0.255
H 3.07 -1.42 -0.52 0.271
```

Results
**LUMO (spin up / spin down)**: -0.63 / -0.62 eV
**ΔE to the lowest compared entry with this formula, charge and spin**: 45.3 kcal/mol
**HOMO-LUMO gap (spin up / spin down)**: 0.35130 / 0.35132 hartree
**Highest occupied orbital energy (spin up / spin down)**: -10.2 / -10.2 eV
**Total charge**: 0
**DFT total energy**: -1041.419059 Eh
**Spin multiplicity**: 1

***

(5)
Density functional theory data (ωB97M-V/def2-TZVPD) for a gas-phase ion, C9H12N3 (charge +1).

Structure (XYZ):
```
24
Properties=species:S:1:pos:R:3:mulliken_charge:R:1
C -3.74 -0.23 -0.38 -0.372
C -3.23 1.04 -0.44 -0.308
C -2.78 -1.31 -0.22 -0.780
C -1.95 1.36 -0.12 -0.602
C -1.48 -1.01 0.21 -0.090
C -1.02 0.27 0.21 1.091
C 1.47 -0.56 0.58 0.258
C 0.36 0.60 0.61 -0.018
C 1.59 -0.67 -0.82 -0.033
N 2.70 -0.13 1.28 -0.648
N 0.64 1.72 1.03 -0.554
N 2.31 0.11 -1.61 -0.266
H -4.80 -0.46 -0.70 0.339
H -4.04 1.79 -0.53 0.314
H -3.07 -2.34 0.09 0.315
H -1.50 2.39 -0.30 0.312
H -0.71 -1.86 0.49 0.082
H 0.80 -1.41 0.96 0.189
H 0.84 -1.40 -1.33 0.356
H 2.58 -0.56 2.11 0.257
H 1.49 1.98 1.54 0.313
H 2.33 -0.05 -2.65 0.313
H 3.47 -0.60 0.90 0.239
H 2.68 0.99 -1.29 0.294
```

Results
**LUMO**: -4.96 eV
**ΔE to the lowest compared entry with this formula, charge and spin**: 62.4 kcal/mol
**HOMO-LUMO gap**: 0.27450 hartree
**Highest occupied orbital energy**: -12.4 eV
**Total charge**: +1
**DFT total energy**: -514.076634 Eh
**Spin multiplicity**: 1

***

(6)
Density functional theory data (ωB97M-V/def2-TZVPD) for a molecular structure, CeFNO2S2.

Structure (XYZ):
```
7
Properties=species:S:1:pos:R:3:lowdin_spin:R:1
Ce 0.44 -2.23 -0.55 1.061
N 0.23 0.27 -0.63 -0.020
S -1.14 0.25 0.46 -0.003
O -2.24 0.77 -0.43 -0.003
O -1.20 -1.33 0.50 -0.014
S 1.46 1.25 -0.38 -0.019
F 2.45 1.01 1.03 -0.002
```

Results
**LUMO (spin up / spin down)**: -6.49 / -6.46 eV
**HOMO-LUMO gap (spin up / spin down)**: 0.19782 / 0.20062 hartree
**Highest occupied orbital energy (spin up / spin down)**: -11.9 / -11.9 eV
**Total charge**: +1
**DFT total energy**: -1576.252313 Eh
**Spin multiplicity**: 2